1.
Here is a 2-piece molecular cluster, C4H6N2O overall from the Open Molecules 2025 dataset. Energies are from ωB97M-V/def2-TZVPD.

HOMO level ... -10.3 eV
Relative energy (zero: lowest compared OMol25 entry of this formula, charge and spin) ... 5.354 eV

Last columns: bonded neighbours and bond lengths (Å).
Geometry (Å):
1 H -1.3943 -2.7398 -1.0518  no bonds
2 H -1.7503 -0.0648 -0.8733  C13 1.181
3 C 0.3362 0.3386 1.5391  N8 1.280, H10 1.079, C12 1.435
4 H 1.3394 1.6845 -1.2733  C6 1.085
5 N 0.8722 2.2787 0.5279  C6 1.237, N8 1.565
6 C 0.7979 1.4290 -0.3684  H4 1.085, N5 1.237, C12 1.568
7 H 1.1216 -0.6273 -0.2110  C12 1.100
8 N 0.4305 1.5759 1.8542  C3 1.280, N5 1.565
9 O -0.9734 -1.9656 -0.0450  C13 1.424
10 H 0.0714 -0.4554 2.2195  C3 1.079
11 H -0.3734 -0.7482 -1.7211  C13 1.070
12 C 0.3096 0.0280 0.1379  C3 1.435, C6 1.568, H7 1.100, C13 1.595
13 C -0.7874 -0.7338 -0.7346  H2 1.181, O9 1.424, H11 1.070, C12 1.595

Atomic partial charges in e from the natural (NBO) method, atoms 1 to 4:
1. H 0.4557
2. H 0.1651
3. C 0.0524
4. H 0.2086


2.
Here is one molecule with the formula C3H4ClN3O from the Open Molecules 2025 dataset. Energies are from ωB97M-V/def2-TZVPD.

HOMO level ... -10.1 eV
Relative energy (zero: lowest compared OMol25 entry of this formula, charge and spin) ... 2.597 eV

Last columns: bonded neighbours and bond lengths (Å).
Geometry (Å):
1 C -0.3344 0.4391 0.2623  C2 1.332, C5 1.476, N12 1.392
2 C -1.5509 0.0524 -0.1184  C1 1.332, Cl4 1.718, O9 1.350
3 H 2.5161 -0.9168 -0.5386  N10 1.020
4 Cl -2.2168 -1.5289 -0.0294  C2 1.718
5 C 0.8942 -0.3370 0.5213  C1 1.476, H6 1.084, N10 1.477, H11 1.125
6 H 1.5557 0.2039 1.1889  C5 1.084
7 N -1.4709 2.2385 -0.2025  O9 1.418, N12 1.244
8 H 1.1130 -1.3085 -1.2313  N10 1.002
9 O -2.3384 1.1257 -0.3397  C2 1.350, N7 1.418
10 N 1.5875 -0.5597 -0.7641  H3 1.020, C5 1.477, H8 1.002
11 H 0.5891 -1.2329 1.1288  C5 1.125
12 N -0.3442 1.8242 0.1228  C1 1.392, N7 1.244

Atomic partial charges in e from the natural (NBO) method, atoms 1 to 4:
1. C -0.0145
2. C 0.2399
3. H 0.3578
4. Cl 0.0630


3.
Here is a 4-piece molecular cluster, C16H41BN4O13S2 overall from the Open Molecules 2025 dataset. Energies are from ωB97M-V/def2-TZVPD.

HOMO level ... -9.4 eV

Last columns: bonded neighbours and bond lengths (Å).
Geometry (Å):
1 C -10.0126 -0.0603 -1.2542  H27 1.097, H47 1.092, H52 1.095, C54 1.526
2 H 6.3878 -2.2487 0.5370  C13 1.097
3 H -7.3012 0.8561 0.4375  N9 1.021
4 C -9.9387 -2.3719 0.9961  H36 1.094, O55 1.420, H65 1.092, H72 1.094
5 H -2.7376 -0.3080 -1.2320  C11 1.193
6 O -1.4937 1.7419 -1.5646  C21 1.500, S64 1.739
7 H 8.8107 2.0514 -0.2118  N15 1.024
8 H -8.7319 0.5129 1.0852  N9 1.024
9 N -8.2989 0.8541 0.2219  H3 1.021, H8 1.024, C54 1.471
10 H 4.1677 -2.1022 -0.2821  C58 1.097
11 C -3.3361 0.4866 -0.5742  H5 1.193, B12 1.644, C21 1.671, O63 1.476
12 B -4.0568 -0.2961 0.6792  C11 1.644, O42 1.494, O56 1.504
13 C 5.6059 -2.3442 1.3007  H2 1.097, N30 1.471, C58 1.546, C75 1.526
14 C 8.7137 1.6367 -2.9063  H26 1.095, H29 1.092, C33 1.526, H38 1.097
15 N 9.6153 1.5838 -0.6400  H7 1.024, H32 1.021, C33 1.471
16 C -2.8174 3.0534 0.3630  C21 1.657, O28 1.481, H49 1.179, H74 1.192
17 O -1.3889 0.9602 2.4511  S22 1.556
18 H 5.7598 0.6835 -2.1851  C69 1.094
19 H -3.5401 -1.7280 1.9994  O56 1.017
20 H 6.3239 2.2119 -1.4286  C69 1.092
21 C -2.1811 1.6454 -0.2353  O6 1.500, C11 1.671, C16 1.657, S22 1.882
22 S -0.8490 1.1755 1.0077  O17 1.556, C21 1.882, C35 1.911, O60 1.548
23 H -0.0603 -0.4081 -0.7608  C35 1.172
24 C 2.9237 -1.2404 2.6175  O51 1.420, H59 1.094, H66 1.092, H77 1.094
25 C 7.9537 -0.1742 -1.2483  C33 1.546, H41 1.097, O48 1.431, H62 1.097
26 H 8.1661 1.0708 -3.6678  C14 1.095
27 H -10.1821 0.8610 -1.8258  C1 1.097
28 O -1.8476 4.1730 0.3911  C16 1.481, N70 1.346
29 H 8.0991 2.4879 -2.6062  C14 1.092
30 N 5.4145 -3.7746 1.5835  C13 1.471, H61 1.021, H71 1.024
31 H 0.9917 -0.4920 0.9052  C35 1.188
32 H 9.9641 0.9767 0.1028  N15 1.021
33 C 9.1006 0.7433 -1.7314  C14 1.526, N15 1.471, C25 1.546, H40 1.097
34 H 7.1596 -1.9548 2.7592  C75 1.097
35 C -0.0879 -0.4721 0.4092  S22 1.911, H23 1.172, H31 1.188, H37 1.181
36 H -10.2158 -2.9371 0.1012  C4 1.094
37 H -0.7736 -1.3668 0.7605  C35 1.181
38 H 9.6124 2.0486 -3.3828  C14 1.097
39 O -0.5572 5.1766 -0.9785  N70 1.240
40 H 9.9153 0.0941 -2.0757  C33 1.097
41 H 7.4981 -0.7229 -2.0813  C25 1.097
42 O -5.1036 0.2932 1.5681  B12 1.494, H50 1.019
43 O -2.7564 1.1008 -3.9765  S64 1.578
44 H -7.0385 -1.5899 -0.2981  C53 1.097
45 O -3.2775 3.2843 -3.0841  S64 1.578
46 H 6.1123 -0.5647 2.4440  C75 1.095
47 H -10.7047 -0.0379 -0.4097  C1 1.092
48 O 6.9528 0.4928 -0.4738  C25 1.431, C69 1.420
49 H -3.8075 3.3831 -0.1863  C16 1.179
50 H -5.6182 -0.5058 1.9366  O42 1.019
51 O 3.1297 -2.0228 1.4510  C24 1.420, C58 1.431
52 H -10.2858 -0.9033 -1.8982  C1 1.095
53 C -8.1331 -1.5664 -0.3570  H44 1.097, C54 1.546, O55 1.431, H67 1.097
54 C -8.5527 -0.1522 -0.8200  C1 1.526, N9 1.471, C53 1.546, H76 1.097
55 O -8.5942 -1.9187 0.9506  C4 1.420, C53 1.431
56 O -3.6482 -1.7104 0.9886  B12 1.504, H19 1.017
57 H 5.0645 1.2537 -0.6547  C69 1.094
58 C 4.3214 -1.7025 0.7273  H10 1.097, C13 1.546, O51 1.431, H68 1.097
59 H 3.2816 -0.2137 2.4961  C24 1.094
60 O 0.3332 2.1709 1.0905  S22 1.548
61 H 5.1642 -4.2484 0.7147  N30 1.021
62 H 8.3857 -0.9295 -0.5811  C25 1.097
63 O -4.1581 1.1539 -1.6029  C11 1.476, S64 1.739
64 S -2.8972 1.8354 -2.5873  O6 1.739, O43 1.578, O45 1.578, O63 1.739
65 H -10.6122 -1.5247 1.1378  C4 1.092
66 H 3.4058 -1.7153 3.4739  C24 1.092
67 H -8.4191 -2.3317 -1.0885  C53 1.097
68 H 4.4279 -0.6168 0.6162  C58 1.097
69 C 5.9850 1.1912 -1.2425  H18 1.094, H20 1.092, O48 1.420, H57 1.094
70 N -1.7059 4.7356 -0.8240  O28 1.346, O39 1.240
71 H 4.5702 -3.8602 2.1571  N30 1.024
72 H -10.0478 -3.0262 1.8660  C4 1.094
73 H 5.5450 -1.9086 3.4499  C75 1.092
74 H -3.1253 2.8359 1.4943  C16 1.192
75 C 6.1234 -1.6540 2.5593  C13 1.526, H34 1.097, H46 1.095, H73 1.092
76 H -7.9406 0.1002 -1.6949  C54 1.097
77 H 1.8493 -1.2104 2.8215  C24 1.094

Atomic partial charges in e from the Löwdin method, atoms 1 to 4:
1. C -0.0733
2. H 0.1234
3. H 0.0462
4. C -0.1055


4.
Here is an isolated ion of composition C5H8N and charge +1 from the Open Molecules 2025 dataset. Energies are from ωB97M-V/def2-TZVPD.

Net charge ... +1
HOMO level ... -13.2 eV
Relative energy (zero: lowest compared OMol25 entry of this formula, charge and spin) ... 5.265 eV

Last columns: bonded neighbours and bond lengths (Å).
Geometry (Å):
1 H 0.7812 1.7824 -0.2249  C11 1.175
2 H 0.5670 1.2350 -1.9391  C11 1.081
3 H 2.0361 -1.3926 1.2106  N7 1.076
4 H -2.1983 2.4815 -0.6744  C10 1.088
5 H 1.3162 -0.0601 0.9362  N7 1.011
6 H -2.0627 -1.0073 0.5975  C14 1.079
7 N 1.2957 -0.9907 0.5418  H3 1.076, H5 1.011, H8 1.161, C12 1.397
8 H 1.8442 -1.0679 -0.4786  N7 1.161
9 C -1.0260 0.4083 -0.6260  C10 1.373, C11 1.406, C14 1.441
10 C -1.5121 1.6650 -0.8911  H4 1.088, C9 1.373, C11 1.678
11 C 0.0940 1.1864 -0.9679  H1 1.175, H2 1.081, C9 1.406, C10 1.678
12 C -0.0324 -1.3391 0.7993  N7 1.397, H13 1.062, C14 1.326
13 H -0.0252 -2.1688 1.4627  C12 1.062
14 C -1.0777 -0.7321 0.2536  H6 1.079, C9 1.441, C12 1.326

Atomic partial charges in e from the natural (NBO) method, atoms 1 to 4:
1. H 0.1807
2. H 0.2193
3. H 0.4587
4. H 0.2706


no.,HOMO-LUMO gap (eV)
1,9.91
2,10.67
3,8.08
4,8.77